Record 1
{
  "formula": "C22H64N2O16",
  "method": "ωB97M-V with the def2-TZVPD basis set",
  "smiles": "COC[C@H](C)N.COC[C@H](C)N.OCCO.OCCO.OCCO.OCCO.OCCO.OCCO.OCCO",
  "homo_energy_ev": -8.96,
  "multiplicity": 1,
  "relative_energy_kcal_mol": 70.4,
  "lumo_energy_ev": 0.3,
  "symbols": ["C", "O", "C", "C", "C", "N", "H", "H", "H", "H", "H", "H", "H", "H", "H", "H", "H", "C", "O", "C", "C", "C", "N", "H", "H", "H", "H", "H", "H", "H", "H", "H", "H", "H", "O", "C", "C", "O", "H", "H", "H", "H", "H", "H", "O", "C", "C", "O", "H", "H", "H", "H", "H", "H", "O", "C", "C", "O", "H", "H", "H", "H", "H", "H", "O", "C", "C", "O", "H", "H", "H", "H", "H", "H", "O", "C", "C", "O", "H", "H", "H", "H", "H", "H", "O", "C", "C", "O", "H", "H", "H", "H", "H", "H", "O", "C", "C", "O", "H", "H", "H", "H", "H", "H"],
  "coordinates": [[1.94, -2.81, -2.68], [2.27, -3.61, -1.62], [3.53, -3.42, -0.98], [3.51, -2.10, -0.17], [4.79, -1.97, 0.72], [2.31, -2.06, 0.67], [1.63, -1.81, -2.38], [1.20, -3.30, -3.31], [2.75, -2.76, -3.41], [3.64, -4.23, -0.24], [4.35, -3.61, -1.68], [3.48, -1.28, -0.88], [5.68, -1.77, 0.12], [4.86, -2.89, 1.30], [4.78, -1.04, 1.28], [2.40, -2.90, 1.22], [1.61, -2.37, 0.01], [-6.85, -3.83, 3.41], [-5.45, -3.98, 3.52], [-4.68, -2.85, 3.22], [-3.21, -3.32, 3.41], [-2.25, -2.17, 3.13], [-2.83, -4.29, 2.42], [-7.22, -3.38, 2.49], [-7.31, -3.29, 4.24], [-7.30, -4.81, 3.25], [-4.85, -2.59, 2.17], [-4.90, -2.00, 3.86], [-2.98, -3.89, 4.32], [-2.75, -1.24, 3.39], [-1.97, -1.96, 2.10], [-1.31, -2.27, 3.68], [-2.98, -3.82, 1.54], [-3.49, -5.05, 2.48], [-3.60, 3.57, -1.82], [-2.23, 3.72, -1.89], [-1.73, 4.90, -1.03], [-0.30, 4.88, -0.82], [-3.86, 2.79, -2.31], [-1.82, 2.74, -1.62], [-1.85, 3.86, -2.90], [-2.33, 4.79, -0.13], [-1.99, 5.88, -1.41], [-0.15, 5.21, 0.07], [4.47, 2.03, -1.00], [4.50, 1.08, -2.02], [5.11, 1.68, -3.33], [4.25, 2.53, -4.01], [3.79, 1.74, -0.39], [5.23, 0.31, -1.77], [3.50, 0.69, -2.23], [5.41, 0.83, -3.95], [6.03, 2.19, -3.03], [4.00, 3.21, -3.38], [-3.45, -4.11, -0.46], [-2.00, -3.84, -0.71], [-1.89, -3.35, -2.18], [-2.05, -4.41, -3.14], [-3.83, -4.71, -1.11], [-1.69, -3.08, 0.00], [-1.35, -4.70, -0.57], [-0.95, -2.81, -2.32], [-2.62, -2.56, -2.36], [-2.92, -4.81, -3.10], [2.96, 4.18, 2.37], [3.50, 2.93, 2.69], [3.99, 2.66, 4.10], [5.16, 3.48, 4.18], [3.44, 4.40, 1.57], [2.72, 2.20, 2.46], [4.32, 2.60, 2.05], [4.32, 1.64, 4.28], [3.36, 3.02, 4.92], [5.80, 2.96, 3.69], [0.10, 1.52, -6.44], [0.39, 2.30, -5.27], [0.98, 1.53, -4.06], [0.02, 0.58, -3.57], [-0.66, 1.90, -6.88], [0.76, 3.29, -5.56], [-0.59, 2.50, -4.83], [1.21, 2.30, -3.33], [1.97, 1.12, -4.27], [-0.15, 0.07, -4.36], [-4.40, 3.00, 4.14], [-3.93, 2.06, 3.16], [-3.13, 2.65, 2.03], [-1.78, 2.76, 2.51], [-4.86, 2.53, 4.84], [-3.44, 1.35, 3.82], [-4.76, 1.43, 2.84], [-3.51, 3.65, 1.82], [-3.18, 2.12, 1.08], [-1.82, 3.47, 3.15], [2.20, 0.83, 0.30], [0.91, 1.37, 0.38], [-0.22, 0.28, 0.23], [-0.16, -0.52, -0.94], [2.25, -0.10, 0.55], [0.76, 1.77, 1.38], [0.84, 2.16, -0.36], [-1.16, 0.82, 0.27], [-0.34, -0.40, 1.08], [0.06, 0.05, -1.68]]
}

Record 2
{
  "formula": "C22H64N2O16",
  "method": "ωB97M-V with the def2-TZVPD basis set",
  "smiles": "COC[C@H](C)N.COC[C@H](C)N.OCCO.OCCO.OCCO.OCCO.OCCO.OCCO.OCCO",
  "homo_energy_ev": -9.14,
  "multiplicity": 1,
  "relative_energy_kcal_mol": 18.0,
  "lumo_energy_ev": 0.4,
  "symbols": ["C", "O", "C", "C", "C", "N", "H", "H", "H", "H", "H", "H", "H", "H", "H", "H", "H", "C", "O", "C", "C", "C", "N", "H", "H", "H", "H", "H", "H", "H", "H", "H", "H", "H", "O", "C", "C", "O", "H", "H", "H", "H", "H", "H", "O", "C", "C", "O", "H", "H", "H", "H", "H", "H", "O", "C", "C", "O", "H", "H", "H", "H", "H", "H", "O", "C", "C", "O", "H", "H", "H", "H", "H", "H", "O", "C", "C", "O", "H", "H", "H", "H", "H", "H", "O", "C", "C", "O", "H", "H", "H", "H", "H", "H", "O", "C", "C", "O", "H", "H", "H", "H", "H", "H"],
  "coordinates": [[23.52, -7.98, 4.35], [23.26, -8.54, 3.07], [23.58, -9.92, 2.95], [23.14, -10.44, 1.58], [23.42, -11.91, 1.40], [23.69, -9.58, 0.53], [23.12, -8.61, 5.15], [22.92, -7.07, 4.32], [24.60, -7.80, 4.45], [24.66, -10.01, 3.13], [23.01, -10.43, 3.74], [22.04, -10.40, 1.60], [24.39, -12.13, 1.86], [23.50, -12.12, 0.33], [22.63, -12.56, 1.76], [23.44, -8.63, 0.82], [23.08, -9.65, -0.29], [19.04, -12.67, 3.93], [18.72, -11.34, 3.59], [19.45, -10.34, 4.27], [18.97, -8.96, 3.75], [18.89, -8.86, 2.25], [19.82, -7.91, 4.30], [20.13, -12.70, 4.09], [18.83, -13.35, 3.10], [18.47, -13.02, 4.79], [19.36, -10.38, 5.37], [20.51, -10.53, 4.09], [18.00, -8.83, 4.25], [18.62, -9.85, 1.87], [19.90, -8.68, 1.85], [18.19, -8.12, 1.88], [19.99, -7.99, 5.31], [20.77, -8.17, 4.00], [15.84, -8.67, 10.47], [16.75, -8.78, 11.61], [18.03, -8.07, 11.26], [17.91, -6.67, 11.40], [15.53, -9.56, 10.29], [16.28, -8.34, 12.49], [16.85, -9.86, 11.76], [18.34, -8.39, 10.27], [18.72, -8.41, 12.04], [17.12, -6.43, 10.90], [25.32, -10.50, 5.85], [25.04, -11.26, 7.01], [23.58, -11.20, 7.41], [23.23, -9.89, 7.79], [26.27, -10.45, 5.71], [25.50, -12.25, 6.91], [25.57, -10.89, 7.89], [23.44, -11.86, 8.27], [22.90, -11.55, 6.62], [23.52, -9.65, 8.69], [24.07, -8.97, 10.23], [23.64, -8.62, 11.56], [22.28, -8.02, 11.54], [22.37, -6.64, 11.19], [24.87, -8.45, 10.04], [23.66, -9.58, 12.08], [24.35, -7.94, 12.02], [21.92, -8.03, 12.58], [21.56, -8.52, 10.88], [21.52, -6.30, 10.87], [25.86, -7.02, 9.29], [25.62, -6.44, 8.02], [26.88, -6.00, 7.31], [27.40, -4.79, 7.87], [25.94, -6.34, 9.97], [25.11, -7.20, 7.42], [24.92, -5.60, 8.10], [26.60, -5.73, 6.28], [27.58, -6.84, 7.30], [28.25, -4.61, 7.45], [17.49, -3.43, 3.00], [18.04, -3.18, 4.30], [18.56, -4.48, 4.84], [19.61, -4.97, 4.03], [17.41, -2.63, 2.47], [18.78, -2.38, 4.26], [17.18, -2.88, 4.91], [17.79, -5.25, 4.91], [18.93, -4.28, 5.86], [19.80, -5.89, 4.29], [21.62, -3.04, 7.02], [21.55, -2.05, 8.02], [22.59, -0.95, 7.78], [22.39, -0.24, 6.55], [21.50, -2.60, 6.17], [20.55, -1.65, 8.20], [21.78, -2.43, 9.03], [23.60, -1.38, 7.78], [22.62, -0.19, 8.56], [22.69, -0.87, 5.88], [21.13, -8.05, 6.91], [21.59, -6.87, 7.57], [20.34, -6.23, 8.18], [20.59, -5.08, 8.96], [21.76, -8.73, 7.20], [22.37, -7.13, 8.28], [21.97, -6.09, 6.90], [19.84, -6.98, 8.81], [19.59, -5.99, 7.42], [20.87, -4.37, 8.36]]
}

no.,DFT total energy (hartree),frontier orbital gap (eV),F_max (eV/Å)
1,-2189.7089,9.2,3.2
2,-2189.7923,9.5,1.9